[1]
Density functional theory data (the ωB97M-V functional and the def2-TZVPD basis) for C5H7NO as an isolated structure.

LUMO, Eh: 0.01869
HOMO level, Ha: -0.372
ΔE to the lowest compared entry with this formula, charge and spin, kJ/mol: 532.0
Largest force on an atom, eV/A: 6.88
2S+1: 1
Kohn-Sham gap, Ha: 0.3903

Positions of all 14 atoms, in Å:
O1 -0.88313 0.75099 0.46236
N1 3.18602 -1.76967 0.73168
C1 0.46356 0.11884 -0.22771
C2 2.14989 -1.26236 0.79697
C3 -2.11251 0.43659 -0.17315
C4 0.96882 0.48444 -1.36835
C5 0.50052 -0.30588 1.12712
H1 -2.20299 0.68310 -1.23218
H2 1.99287 0.21872 -1.58409
H3 -0.10324 -1.16361 1.40610
H4 0.89536 0.37608 1.87377
H5 0.37394 1.04467 -2.07398
H6 -2.35041 -0.62721 -0.09123
H7 -2.87870 1.01529 0.35270

Force components x, y, z for each atom (eV/Å):
O 0.1 0.8 -3.2
N -0.3 0.1 -0.3
C -4.1 2.9 2.0
C -1.0 0.5 1.6
C -0.6 -0.1 0.4
C 0.1 -0.3 0.1
C 5.6 -4.0 -0.5
H 0.5 0.3 0.0
H 0.0 -0.3 -0.2
H 0.0 0.3 0.1
H -0.5 0.0 -0.1
H 0.1 0.1 0.0
H 0.0 -0.1 0.1
H 0.0 -0.2 0.0

[2]
Density functional theory data (the ωB97M-V functional and the def2-TZVPD basis) for C10H4N2S4Sn as an isolated structure.

LUMO, Eh: -0.05705
HOMO level, Ha: -0.324
ΔE to the lowest compared entry with this formula, charge and spin, kJ/mol: 71.4
Largest force on an atom, eV/A: 0.50
2S+1: 1
Kohn-Sham gap, Ha: 0.2665

Positions of all 21 atoms, in Å:
Sn1 0.56439 -0.66981 0.56021
S1 -0.85810 -0.87668 -1.33394
S2 2.12895 -0.45548 2.38782
S3 1.25889 -2.96666 0.29311
S4 -0.05244 1.61144 0.82693
N1 4.65108 -2.40108 4.15859
N2 3.61726 -5.36302 1.69778
C1 -1.50953 0.75116 -1.39930
C2 -2.99482 2.25392 -2.57162
C3 -2.42142 1.00778 -2.42931
C4 2.80705 -2.05333 2.37666
C5 3.11325 -4.33283 1.64057
C6 -1.17845 1.77611 -0.50850
C7 -1.76630 3.03616 -0.66649
C8 2.45964 -3.05363 1.54356
C9 -2.66526 3.27423 -1.68485
C10 3.83410 -2.26299 3.36350
H1 -3.69837 2.43062 -3.37407
H2 -1.50654 3.82714 0.02487
H3 -2.67443 0.21162 -3.11722
H4 -3.10897 4.25533 -1.78830

Force components x, y, z for each atom (eV/Å):
Sn 0.0 0.1 -0.1
S 0.0 -0.1 0.0
S 0.1 0.0 0.1
S 0.0 -0.1 0.0
S 0.0 0.0 0.1
N 0.0 0.0 0.0
N 0.0 -0.1 0.0
C -0.1 0.1 -0.1
C 0.0 0.0 0.0
C 0.0 0.0 0.1
C 0.3 0.1 0.4
C -0.1 0.3 0.0
C -0.1 0.2 0.0
C 0.0 -0.1 0.0
C 0.1 -0.5 -0.1
C 0.0 0.0 0.0
C -0.2 0.0 -0.2
H 0.0 0.0 0.0
H 0.0 0.0 0.0
H 0.0 0.0 0.0
H 0.0 0.0 0.0

[3]
Density functional theory data (the ωB97M-V functional and the def2-TZVPD basis) for an isolated ion of composition C38H41N2O3 and charge +1.

LUMO, Eh: -0.14284
HOMO level, Ha: -0.370
SMILES: COc1ccc(/C=C/[C@@H](c2ccc(OC)cc2)[C@@H](/C=[N+]2/[C@@H](Cc3ccccc3)C(=O)N(C)C2(C)C)c2ccccc2)cc1
Net charge: +1
ΔE to the lowest compared entry with this formula, charge and spin, kJ/mol: 0.0
Largest force on an atom, eV/A: 4.00
2S+1: 1
Kohn-Sham gap, Ha: 0.2267

Positions of all 84 atoms, in Å:
O1 -5.90372 0.90179 3.99108
O2 2.94705 -3.33408 -3.36690
O3 5.97818 0.74755 4.33990
N1 1.21841 -1.83428 -3.00030
N2 0.11846 -2.91773 -1.31872
C1 -1.30109 -1.70506 1.90262
C2 -0.71217 -7.32692 0.14800
C3 0.50088 -5.04424 -2.60974
C4 0.01290 -1.71829 -2.18488
C5 1.58759 -0.88979 -4.04192
C6 1.16850 -1.67460 2.55183
C7 -2.44246 0.38721 2.86126
C8 6.16492 2.15856 4.13849
C9 -1.66006 -2.41727 0.42341
C10 0.13091 -6.51864 -0.62532
C11 2.41939 0.35652 3.32084
C12 -0.56681 -3.18130 -0.17737
C13 -5.99804 2.31792 4.08769
C14 -2.02106 -7.59107 -0.25192
C15 4.75336 0.21540 4.02886
C16 4.67832 -1.19396 3.92110
C17 -4.72841 0.33636 3.64305
C18 0.03155 -1.02790 2.14597
C19 -2.42827 -1.00564 2.63294
C20 -1.62413 -6.33495 -2.29819
C21 -0.36958 -5.95443 -1.80779
C22 1.91286 -3.01616 -2.87982
C23 3.57430 0.98091 3.79666
C24 -2.46165 -7.12186 -1.49510
C25 -5.36648 -3.50544 0.54179
C26 2.38800 -1.03287 3.08802
C27 -4.01171 -5.21581 1.58271
C28 -2.95560 -3.26482 0.54705
C29 1.08124 -3.87285 -1.87683
C30 -4.22207 -2.82826 0.10251
C31 -4.67910 -1.07197 3.58222
C32 -5.26978 -4.70118 1.26382
C33 -3.54868 -1.71798 3.12715
C34 -3.55548 1.06551 3.34479
C35 0.08570 -0.40895 -1.40562
C36 3.52998 -1.78994 3.43280
C37 -2.85746 -4.53053 1.15372
C38 -1.26299 -1.79105 -3.01186
H1 -2.14856 -1.79125 -2.37903
H2 -5.68313 2.80442 3.14022
H3 3.52913 -2.85778 3.26025
H4 -3.52857 -2.80450 3.16653
H5 5.78266 2.49416 3.17070
H6 -1.30764 -0.93639 -3.69517
H7 7.25936 2.28196 4.19810
H8 -0.33343 -7.69614 1.10407
H9 -4.30823 -1.91279 -0.49055
H10 0.90862 -0.43302 -0.68290
H11 -5.40006 2.70639 4.93607
H12 -1.24280 -2.72818 2.31942
H13 -6.35733 -3.10534 0.28938
H14 2.62502 -1.09449 -4.32606
H15 0.92858 -1.01678 -4.91600
H16 0.24692 0.42316 -2.09964
H17 -7.06225 2.53019 4.27262
H18 -0.24609 -4.14406 0.30764
H19 1.46702 0.11424 -3.62150
H20 -0.82804 -0.19217 -0.87182
H21 -6.16724 -5.21017 1.62681
H22 1.23790 -2.78120 2.47382
H23 5.56647 -1.76679 4.16861
H24 -1.92535 -1.47312 -0.12499
H25 -1.25696 -2.68522 -3.63443
H26 -2.64446 -8.26369 0.34877
H27 -5.59888 -1.61943 3.80613
H28 -3.57030 2.14216 3.44511
H29 0.04874 0.03584 1.98240
H30 -3.47215 -7.35170 -1.82356
H31 -1.88288 -4.95160 1.35845
H32 -0.03149 -4.72002 -3.49105
H33 -1.55793 0.99988 2.66686
H34 -1.99473 -5.91777 -3.24475
H35 5.65502 2.71642 4.92263
H36 1.57123 0.98192 3.11526
H37 3.63271 2.05994 3.92680
H38 1.13760 -6.24637 -0.29255
H39 1.33110 -5.60174 -3.07561
H40 -3.90417 -6.16202 2.12826
H41 1.73916 -4.26528 -1.09597

Force components x, y, z for each atom (eV/Å):
O 0.0 -0.2 0.1
O 0.8 -0.3 -0.8
O -1.0 -0.1 -0.3
N 0.7 -1.1 -0.3
N -1.7 -0.9 3.1
C 0.7 -3.1 0.9
C 0.5 0.3 0.3
C -0.1 -0.7 -1.1
C -0.2 0.9 -0.3
C -0.5 0.2 0.2
C -0.8 0.3 -0.6
C 0.3 -0.1 -0.5
C 0.4 -0.5 0.2
C -1.8 3.5 -0.5
C -0.9 0.3 0.1
C 1.1 -0.4 0.2
C 2.1 -0.2 -2.4
C 0.0 0.3 -0.1
C 0.3 -0.4 -0.5
C -0.6 -0.1 -0.1
C 0.2 0.9 -0.1
C 0.9 0.0 -0.3
C 1.1 -1.4 -0.5
C -0.7 0.6 0.0
C -0.4 0.4 0.8
C 0.1 -0.7 -0.1
C -1.9 0.6 2.0
C 1.0 -0.5 -0.2
C 0.2 0.0 0.1
C 0.0 -0.1 -0.5
C 0.0 0.5 0.0
C 0.5 0.1 -0.6
C 0.5 -0.9 -0.3
C 1.5 0.2 0.0
C 0.5 0.1 0.8
C -0.5 0.6 -0.1
C 0.2 0.3 0.4
C 0.4 0.1 -0.3
C -1.0 -0.7 0.2
C 0.3 0.1 0.3
C -0.4 0.5 -0.2
C -0.9 0.5 0.5
C 0.1 0.0 -0.5
H 0.0 0.0 0.0
H -0.2 -0.2 0.5
H -0.1 -0.1 0.1
H -0.1 0.1 -0.3
H 0.1 -0.2 0.0
H 0.0 0.0 0.2
H -0.6 0.2 0.0
H -0.2 -0.1 -0.3
H 0.0 -0.2 0.3
H -0.1 0.0 -0.2
H -0.2 -0.2 -0.4
H 0.3 0.6 1.1
H 0.5 -0.2 0.1
H -0.3 0.2 0.1
H 0.3 0.2 0.2
H 0.0 -0.3 0.1
H 0.5 -0.1 -0.1
H -0.4 1.0 -0.6
H 0.3 -0.1 -0.5
H -0.2 0.1 0.0
H 0.3 0.2 -0.2
H -0.4 0.6 0.4
H -0.1 0.0 -0.1
H 0.2 -1.4 -0.3
H -0.1 -0.1 0.1
H 0.2 0.5 -0.2
H 0.4 0.1 0.2
H 0.3 -0.1 0.0
H 0.1 0.2 0.3
H 0.2 0.0 0.0
H 0.0 -0.1 0.2
H -0.5 0.4 -0.3
H -0.3 -0.3 -0.2
H 0.2 -0.3 0.4
H 0.1 0.1 0.1
H -0.3 0.1 0.0
H -0.3 -0.3 0.0
H -0.3 -0.3 0.0
H 0.1 0.2 0.5
H -0.1 0.4 -0.3
H -0.1 0.4 0.1

[4]
Density functional theory data (the ωB97M-V functional and the def2-TZVPD basis) for C4H7N3 as an isolated structure.

LUMO, Eh: 0.02684
HOMO level, Ha: -0.313
ΔE to the lowest compared entry with this formula, charge and spin, kJ/mol: 424.5
Largest force on an atom, eV/A: 0.55
2S+1: 1
Kohn-Sham gap, Ha: 0.3402

Positions of all 14 atoms, in Å:
N1 1.07673 0.92545 -1.94507
N2 2.42044 -0.63403 0.45823
N3 0.17431 -0.63131 1.15379
C1 -1.16008 -0.50620 0.57752
C2 -1.11842 0.72000 -0.31531
C3 1.19987 -0.31093 0.31447
C4 0.71486 0.49125 -0.86102
H1 -1.12445 1.65403 0.25102
H2 -1.92697 0.71936 -1.05858
H3 -1.89062 -0.38623 1.38351
H4 0.36199 -1.34778 1.84039
H5 2.96811 -0.23263 -0.30443
H6 -0.25562 0.93501 -1.48856
H7 -1.44015 -1.39597 -0.00597

Force components x, y, z for each atom (eV/Å):
N -0.1 -0.2 0.5
N -0.3 0.1 -0.1
N 0.2 0.0 0.0
C -0.1 0.0 -0.1
C -0.2 0.0 0.1
C 0.3 -0.2 0.1
C 0.4 0.1 -0.4
H 0.0 -0.1 -0.1
H 0.1 0.0 0.1
H 0.1 0.0 -0.1
H 0.0 0.1 -0.1
H 0.0 0.0 0.1
H -0.2 0.1 -0.1
H 0.0 0.1 0.1

[5]
Density functional theory data (the ωB97M-V functional and the def2-TZVPD basis) for one molecule with the formula C3H4N2O.

LUMO, Eh: 0.02188
HOMO level, Ha: -0.279
ΔE to the lowest compared entry with this formula, charge and spin, kJ/mol: 207.9
Largest force on an atom, eV/A: 2.30
2S+1: 1
Kohn-Sham gap, Ha: 0.3007

Positions of all 10 atoms, in Å:
O1 -0.52966 2.27671 0.31895
N1 -0.78820 0.17321 0.77955
N2 0.55463 -0.93595 -0.47158
C1 0.75373 0.40724 -0.79865
C2 -0.37655 -1.06695 0.48011
C3 -0.11985 1.12651 0.01473
H1 1.05113 -1.70660 -0.89805
H2 -1.31626 1.00871 1.23169
H3 -0.69352 -2.01445 0.89053
H4 1.46088 0.72337 -1.54471

Force components x, y, z for each atom (eV/Å):
O 0.8 0.6 -0.8
N 0.1 0.4 -0.1
N -0.2 0.1 0.2
C 0.0 0.2 0.0
C -0.1 0.3 0.1
C 0.1 0.3 -0.2
H -0.2 0.2 0.2
H -0.5 -2.1 0.7
H 0.0 0.2 0.0
H -0.1 -0.1 0.1

[6]
Density functional theory data (the ωB97M-V functional and the def2-TZVPD basis) for C8H24B2Cs3O4S2 as an isolated structure.

LUMO, Eh: -0.12281
HOMO level, Ha: -0.452
Net charge: +1
ΔE to the lowest compared entry with this formula, charge and spin, kJ/mol: 1250.9
Largest force on an atom, eV/A: 11.78
2S+1: 1
Kohn-Sham gap, Ha: 0.3288

Positions of all 43 atoms, in Å:
Cs1 0.81619 3.15006 -1.18438
Cs2 0.53563 0.39388 -3.81787
Cs3 -2.38887 2.08634 -2.32918
S1 1.22236 1.90194 1.94402
S2 0.84376 -3.34512 -1.32511
O1 1.21258 2.70219 3.13961
O2 0.33231 -3.82550 -2.60881
O3 2.14599 -3.87846 -0.89460
O4 1.86500 2.34433 0.73596
C1 -0.41919 1.16416 1.63976
C2 0.61589 -1.52155 -1.11940
C3 1.03367 -0.86505 2.24677
C4 -0.34713 -0.19987 2.43049
C5 -1.04590 -2.48281 0.49308
C6 -0.85148 -1.42405 -0.57981
C7 2.02642 0.32313 2.50312
C8 -0.44892 -3.75420 0.03110
B1 -0.22498 0.91916 -1.45463
B2 -1.19905 4.17796 -2.14969
H1 1.13035 -1.24108 -0.20029
H2 -0.55636 -2.18922 1.42165
H3 -2.13744 4.18590 -2.68225
H4 3.02254 0.25010 2.06664
H5 -1.19018 -0.43860 -0.26002
H6 -1.19877 3.61572 -1.22875
H7 -1.20964 -0.79359 2.12768
H8 1.30896 -1.70227 2.88816
H9 -1.25835 1.72775 2.04754
H10 -0.33199 1.87304 -1.94747
H11 -0.43207 3.73543 -2.76627
H12 -1.56118 -1.63792 -1.37898
H13 1.02413 -1.04956 -2.01308
H14 -2.11451 -2.64446 0.63470
H15 -0.82164 5.14919 -1.86951
H16 2.24745 0.46447 3.56107
H17 -0.98963 0.20677 -1.72309
H18 -0.55123 -0.06880 3.49315
H19 -0.56063 1.04409 0.56567
H20 -0.10434 1.05207 -0.39066
H21 -1.23739 -4.42742 -0.30536
H22 0.06874 -4.25681 0.84811
H23 1.02285 -1.22390 1.21758
H24 0.70602 0.50256 -1.80665

Force components x, y, z for each atom (eV/Å):
Cs 10.0 5.9 1.8
Cs 0.6 -0.6 -5.9
Cs -8.0 -4.0 -1.9
S 0.3 -2.6 3.1
S -0.5 -2.7 1.5
O -0.4 0.7 -0.7
O 0.3 1.4 0.8
O -1.6 1.6 -0.5
O 1.4 -0.8 2.4
C 0.0 -0.7 2.1
C -0.4 -1.8 1.2
C 0.2 1.8 -0.2
C -0.5 0.4 0.5
C 0.1 0.4 0.1
C -0.8 -0.8 -0.6
C -0.2 -0.3 -0.6
C 1.1 -1.1 -0.6
B 0.2 -1.2 0.5
B -1.3 4.1 -1.1
H 1.1 0.0 -1.1
H -0.6 -0.4 -0.4
H -3.0 1.9 -1.6
H -0.2 -0.1 -0.5
H 0.5 -1.0 0.6
H -1.9 -0.8 3.0
H 0.3 0.1 -0.1
H -0.5 0.1 0.1
H 0.4 0.5 0.2
H -1.1 -0.5 -2.4
H 0.9 -1.3 -3.7
H 0.0 -0.2 -0.3
H -0.4 -0.9 0.9
H 0.0 0.3 0.4
H 1.4 3.7 0.8
H -0.5 0.0 0.1
H -2.1 -1.6 -1.6
H 0.2 0.5 0.1
H -0.4 -0.1 2.2
H 0.5 0.4 0.5
H 0.5 -0.1 -0.7
H 0.3 -0.1 -0.3
H 0.8 0.2 0.7
H 2.9 0.0 1.5